# 1
Molecular formula: C33H91AlBr2N13O8P4
Method: DFT, ωB97M-V/def2-TZVPD

ORCA input file:
```
! wB97M-V def2-TZVPD RIJCOSX def2/J DEFGRID3
* xyz -1 1
C -4.8666 -3.3597 -7.3741
O -5.6839 -3.9124 -6.3927
C -5.7431 -3.0673 -5.2202
Al -4.1010 -3.1568 -4.0481
Br -2.7888 -5.0231 -4.7677
C -2.9651 -1.4617 -4.3782
C -3.1796 -0.5498 -3.2633
O -2.4271 -0.0490 -2.4895
Br -5.1184 -0.0363 -2.9695
O -4.4995 -3.2204 -2.3304
C -4.0464 -4.2680 -1.5219
C -2.5427 -4.1397 -1.1670
N -1.9669 -2.9590 -1.7846
C -0.5719 -2.7156 -1.4688
C 0.4074 -3.4000 -2.4229
C 0.5556 -4.9035 -2.2071
O 0.0562 -3.0777 -3.7621
H -5.2850 -2.4269 -7.7862
H -3.8529 -3.1448 -7.0078
H -4.7763 -4.0814 -8.1878
H -6.6650 -3.3040 -4.6840
H -5.8241 -2.0235 -5.5712
H -3.2877 -0.9667 -5.2974
H -1.9027 -1.7115 -4.3890
H -4.2594 -5.2506 -1.9603
H -4.6155 -4.2313 -0.5811
H -2.0126 -5.0430 -1.4690
H -2.4234 -4.0962 -0.0667
H -2.5039 -2.1588 -1.4788
H -0.4042 -1.6442 -1.6072
H -0.3153 -2.9273 -0.4183
H 1.3913 -2.9474 -2.2420
H 1.4674 -5.2978 -2.6576
H 0.5047 -5.1313 -1.1418
H -0.2909 -5.4135 -2.6787
H -0.0643 -3.8896 -4.2617
O 1.2574 -1.3960 1.5600
P 1.4545 -1.3164 3.0306
N 1.0036 0.3273 3.2849
C 1.2566 1.0824 4.4966
C -0.2655 0.7387 2.6832
N 3.1384 -1.4847 3.2064
C 3.9523 -0.5072 3.8999
C 3.8416 -2.0171 2.0411
N 1.0502 -1.8720 4.5935
C 1.6797 -3.1470 5.0035
C -0.4147 -2.0402 4.7501
H 0.6015 0.8059 5.3371
H 1.0846 2.1406 4.2843
H 2.2825 0.9993 4.8313
H -1.1419 0.4592 3.2816
H -0.3763 0.2981 1.6950
H -0.2819 1.8247 2.5639
H 3.9604 0.4681 3.3967
H 4.9824 -0.8697 3.9436
H 3.6294 -0.3850 4.9342
H 4.0088 -1.2556 1.2715
H 3.2914 -2.8377 1.5885
H 4.8141 -2.4048 2.3512
H 1.4957 -3.9625 4.2975
H 1.2714 -3.4340 5.9735
H 2.7520 -3.0228 5.1184
H -0.8321 -2.7695 4.0493
H -0.9253 -1.0904 4.6032
H -0.6333 -2.3722 5.7644
O -4.1859 0.9725 3.3166
P -5.5052 0.6620 2.7324
N -5.7751 1.7754 1.4998
C -7.0323 1.9513 0.7935
C -4.6385 1.9766 0.6002
N -6.5868 0.9436 4.0341
C -7.8123 1.7000 3.8733
C -5.9650 1.2200 5.3221
N -6.3252 -0.6864 2.1278
C -6.6438 -1.7402 3.1096
C -5.5713 -1.3283 1.0141
H -7.2514 1.1416 0.0858
H -6.9763 2.8809 0.2230
H -7.8735 2.0515 1.4659
H -4.5828 1.1764 -0.1407
H -3.7028 1.9999 1.1557
H -4.7255 2.9280 0.0706
H -7.6333 2.7512 3.6117
H -8.3726 1.6797 4.8116
H -8.4605 1.2416 3.1269
H -5.6143 2.2561 5.4134
H -5.1167 0.5640 5.4938
H -6.6967 1.0328 6.1136
H -5.7621 -2.0995 3.6512
H -7.0835 -2.5821 2.5743
H -7.3752 -1.3865 3.8299
H -4.5854 -1.6848 1.3293
H -5.4373 -0.6380 0.1834
H -6.1374 -2.1749 0.6299
O 7.2160 -1.8538 1.0370
P 8.4579 -1.0706 0.9283
N 8.7784 -0.4693 2.4795
C 9.8050 0.5074 2.7953
C 8.6174 -1.4282 3.5687
N 8.0439 0.2142 -0.1108
C 8.3824 1.5954 0.1743
C 6.7230 0.1172 -0.7329
N 10.0313 -1.2695 0.3323
C 10.1470 -1.3899 -1.1354
C 10.6904 -2.4517 0.9311
H 10.8236 0.0950 2.7714
H 9.6242 0.8817 3.8055
H 9.7748 1.3660 2.1400
H 9.4865 -2.0882 3.6921
H 7.7410 -2.0499 3.3971
H 8.4670 -0.8947 4.5097
H 7.8791 1.9797 1.0705
H 8.0808 2.2178 -0.6705
H 9.4604 1.7248 0.2718
H 5.9143 0.4238 -0.0600
H 6.5191 -0.8969 -1.0620
H 6.7028 0.7627 -1.6139
H 9.5233 -2.1889 -1.5481
H 11.1882 -1.6044 -1.3794
H 9.8794 -0.4555 -1.6174
H 10.1599 -3.3846 0.7145
H 10.7633 -2.3394 2.0125
H 11.7061 -2.5353 0.5462
O 0.3666 4.1033 -4.2963
P -0.6535 4.5603 -3.3351
N -2.1422 4.4612 -4.1213
C -3.3874 4.9993 -3.6036
C -2.3777 3.2226 -4.8689
N -0.2259 6.2028 -3.0686
C -1.2034 7.2714 -3.0921
C 1.0334 6.6298 -3.6632
N -1.1209 4.2661 -1.7405
C -0.1419 4.6459 -0.7032
C -1.4612 2.8363 -1.5362
H -3.8080 4.4098 -2.7780
H -4.1217 5.0031 -4.4124
H -3.2886 6.0239 -3.2714
H -2.7041 2.3940 -4.2299
H -1.4708 2.9167 -5.3857
H -3.1501 3.3913 -5.6220
H -1.6644 7.4068 -4.0798
H -0.7157 8.2111 -2.8198
H -1.9795 7.1087 -2.3444
H 0.9479 6.8450 -4.7362
H 1.8011 5.8727 -3.5348
H 1.3722 7.5379 -3.1554
H 0.8403 4.1870 -0.8563
H -0.5264 4.3174 0.2631
H -0.0216 5.7241 -0.6635
H -0.6165 2.1719 -1.7380
H -2.2860 2.5346 -2.1782
H -1.7875 2.6761 -0.5091
*
```

Values from the calculation:
* E_LUMO: 1.82 eV
* HOMO: -0.1839 Eh
* DFT total energy: -255293.641 eV
* largest force on an atom: 5.44 eV/A
* orbital gap: 6.820 eV

***

# 2
Molecular formula: C8H22ClN2O6
Method: DFT, ωB97M-V/def2-TZVPD

ORCA input file:
```
! wB97M-V def2-TZVPD RIJCOSX def2/J DEFGRID3
* xyz -1 1
Cl -9.1942 -16.9781 29.1216
O -8.0575 -17.3278 30.0014
O -10.3008 -17.9105 29.1388
O -9.4495 -15.6446 29.3976
O -8.6845 -16.9620 27.7467
C -1.7142 -13.6154 30.8630
C -3.1158 -13.0661 30.5381
C -4.2148 -14.0467 30.9266
O -5.4780 -13.4603 30.6127
C -6.5025 -14.3674 30.6599
N -3.3312 -11.6856 31.1610
H -1.0689 -12.7444 30.7490
H -1.4584 -14.4103 30.1624
H -1.7568 -13.9706 31.8926
H -3.1148 -13.0019 29.4500
H -4.1385 -14.3225 31.9784
H -4.0157 -14.9883 30.4151
H -6.5851 -14.7427 29.6399
H -7.4835 -13.9461 30.8799
H -6.4884 -15.1804 31.3858
H -3.2335 -11.6860 32.1662
H -2.6226 -11.0260 30.8732
C -11.2113 -17.7377 32.7151
C -12.7015 -17.3300 32.2674
C -13.5213 -16.5893 33.4106
O -12.8445 -15.8217 34.3924
C -13.5715 -15.2399 35.4724
N -12.6143 -16.2680 31.3061
H -11.2905 -18.5949 33.3836
H -10.7976 -16.9317 33.3212
H -10.5408 -17.9461 31.8813
H -13.1748 -18.2716 31.9893
H -14.0458 -17.3466 33.9933
H -14.3663 -16.0244 33.0170
H -14.1503 -16.0652 35.8872
H -14.3312 -14.5671 35.0745
H -12.9269 -14.7597 36.2085
H -12.1476 -16.5311 30.4499
H -13.5621 -16.4326 30.9984
*
```

Values from the calculation:
* ΔE to the lowest compared entry with this formula, charge and spin: 1.285 eV
* E_LUMO: 2.92 eV
* HOMO: -0.2032 Eh
* DFT total energy: -36431.990 eV
* largest force on an atom: 5.92 eV/A
* orbital gap: 8.448 eV

***

- The lowest HOMO belongs to which entry?
  C8H22ClN2O6

***

- Number 1 is which compound?
  C33H91AlBr2N13O8P4

***

- The highest largest force on an atom belongs to which entry?
  C8H22ClN2O6